[1]
{"formula": "C8H5Cl2NO3RhTm", "method": "the ωB97M-V functional and the def2-TZVPD basis", "charge": 4, "relative_energy_ev": 0.0000, "spin_multiplicity": 7, "homo_lumo_gap_ev": [8.916, 5.118], "lumo_energy_ev": [-15.86, -20.25], "species": ["Tm", "Rh", "Cl", "Cl", "C", "C", "C", "O", "O", "O", "C", "C", "C", "N", "C", "C", "H", "H", "H", "H", "H"], "coordinates": [[-0.984, -2.114, -1.471], [-1.048, 0.324, -0.624], [0.975, -0.385, -1.895], [-2.128, -3.913, -0.242], [-2.646, 0.220, 0.170], [-0.646, -1.812, -3.955], [-2.722, -2.994, -3.115], [-3.671, 0.294, 0.722], [-0.606, -1.618, -5.083], [-3.354, -3.447, -3.969], [2.391, 1.760, 2.528], [1.661, 0.596, 2.774], [0.680, 0.191, 1.861], [0.428, 0.933, 0.779], [1.088, 2.069, 0.522], [2.091, 2.516, 1.394], [3.184, 2.075, 3.207], [1.820, -0.013, 3.660], [0.079, -0.718, 1.978], [0.812, 2.593, -0.393], [2.597, 3.444, 1.152]]}


[2]
{"formula": "C8H5FN2OS", "method": "the ωB97M-V functional and the def2-TZVPD basis", "charge": 0, "relative_energy_ev": 4.3568, "spin_multiplicity": 1, "smiles": "Fc1ccc(Oc2cnns2)cc1", "homo_lumo_gap_ev": 9.547, "lumo_energy_ev": 0.27, "species": ["C", "C", "C", "C", "C", "C", "C", "C", "H", "H", "H", "H", "H", "N", "N", "O", "F", "S"], "coordinates": [[0.851, -0.994, -2.370], [-0.251, -0.071, -2.484], [-0.588, 0.727, -1.341], [0.318, 0.669, -0.275], [-0.567, 1.022, 1.860], [-0.986, -0.306, 2.099], [1.443, -0.154, -0.233], [1.642, -0.984, -1.326], [-0.936, -0.238, -3.241], [-1.351, 1.218, -1.525], [-1.114, -1.135, 1.597], [1.956, -0.083, 0.739], [2.749, -1.563, -1.430], [-1.564, -0.494, 3.316], [-1.713, 0.666, 3.980], [0.066, 1.542, 0.833], [1.036, -1.783, -3.402], [-0.993, 1.960, 3.204]]}


[3]
{"formula": "C8H5INO6P", "method": "the ωB97M-V functional and the def2-TZVPD basis", "charge": -2, "spin_multiplicity": 1, "homo_lumo_gap_ev": 2.413, "lumo_energy_ev": 2.80, "species": ["C", "C", "N", "C", "C", "C", "C", "O", "O", "C", "I", "C", "H", "H", "H", "H", "H", "O", "P", "O", "O", "O"], "coordinates": [[5.102, 0.689, -1.022], [3.900, 0.798, -0.875], [2.616, 0.776, -0.572], [1.746, -0.262, -1.046], [0.438, -0.268, -0.727], [-0.147, 0.740, 0.108], [-1.599, 0.675, 0.388], [-2.432, 0.572, -0.478], [-1.980, 0.702, 1.696], [0.740, 1.745, 0.582], [0.083, 3.321, 1.834], [2.056, 1.797, 0.265], [6.151, 0.574, -1.120], [2.208, -1.017, -1.662], [-0.159, -1.083, -1.116], [-1.188, 0.617, 2.237], [2.703, 2.575, 0.633], [-4.350, -1.760, 1.421], [-4.044, -2.588, 0.175], [-4.593, -4.012, 0.283], [-2.526, -2.670, 0.015], [-4.725, -1.919, -1.019]]}


Computed values of max |F| (unit: eV/Å) for the preceding records, in sequence: 9.27 10.76 1.20.